ORCA calculation (ωB97M-V/def2-TZVPD) on a 13-piece molecular cluster, C68H171N13O26 overall at a distorted geometry.

Properties
- DFT total energy: -5360.65484 Ha
- Strongest force on any atom: 3.95 eV/A
- Gap between HOMO and LUMO: 0.3117 Eh

Structure (XYZ):
```
278
Properties=species:S:1:pos:R:3:forces:R:3
C -3.0199 -6.5030 2.6949 0.235 0.771 1.327
O -1.9624 -5.9432 1.9582 0.421 0.843 -0.482
C -1.0968 -6.8907 1.3675 0.720 -1.137 0.982
C -1.7520 -7.8077 0.3348 0.643 0.706 0.724
N -2.4772 -7.0840 -0.6561 -0.497 3.585 0.491
C -3.6185 -7.7555 -1.1933 1.084 -1.822 -1.085
C -4.3205 -6.9861 -2.3230 -1.038 -0.980 1.707
O -4.7902 -5.7660 -1.7693 0.241 -0.190 -1.536
C -5.9252 -5.9263 -1.0153 -1.354 0.175 0.854
H -2.6106 -7.0530 3.5790 -0.516 0.459 -0.393
H -3.5428 -7.1609 2.0828 -1.053 -1.655 -1.013
H -3.8063 -5.7466 2.9556 1.219 -0.251 0.089
H -0.6904 -7.5810 2.1648 -0.355 0.513 -0.459
H -0.1986 -6.3956 0.9791 -0.526 0.393 -0.127
H -2.3625 -8.4746 0.8864 -1.226 -0.882 0.698
H -0.9720 -8.4751 -0.0187 0.338 0.101 -0.722
H -2.8291 -6.1407 -0.2223 1.029 -2.244 -0.960
H -4.2905 -8.0457 -0.3614 -0.337 0.034 -0.550
H -3.2028 -8.7179 -1.6229 -0.716 0.699 0.284
H -5.1482 -7.6656 -2.6576 0.237 0.781 0.118
H -3.7671 -6.7145 -3.1916 1.019 -0.071 -0.390
H -6.3210 -4.9535 -0.8447 -0.235 0.985 0.298
H -5.6899 -6.3253 -0.0388 -0.089 -0.436 0.467
H -6.7840 -6.4713 -1.4563 0.728 -0.277 -0.296
C -2.9176 -3.0426 6.0660 -0.495 -2.476 -1.866
O -1.6679 -2.4420 6.1109 0.789 0.513 -0.115
C -1.1198 -2.0905 4.8243 0.979 -0.349 0.889
C -1.5704 -0.7245 4.3043 0.179 0.201 1.213
N -1.2940 -0.6081 2.9071 0.713 0.575 -0.334
C -1.4647 0.7458 2.3979 -0.622 -0.622 -0.936
C -2.7863 1.4619 2.6189 -0.343 -0.386 0.170
O -3.8723 0.6185 2.2294 1.907 -1.295 -0.394
C -5.0931 1.1834 2.3925 -0.349 2.620 0.748
H -3.3401 -3.2472 7.0630 0.392 0.512 -0.306
H -2.8469 -4.1218 5.5365 -0.135 2.085 0.983
H -3.6003 -2.4516 5.4308 -0.145 -0.171 0.419
H -1.2812 -2.8842 4.1016 -0.594 -0.292 -0.285
H -0.0006 -2.1303 4.9611 -1.038 0.408 -0.027
H -1.0043 0.0459 4.9088 -0.663 -0.492 -0.868
H -2.6438 -0.5442 4.4343 -0.075 -0.164 0.717
H -1.8907 -1.2218 2.3838 -0.377 -0.326 -0.145
H -1.3456 0.6689 1.3168 0.226 0.130 -0.147
H -0.6815 1.3630 2.7838 0.642 0.554 0.273
H -2.7658 2.3862 2.0245 -0.143 -0.055 -0.100
H -2.9357 1.7296 3.6544 0.124 0.197 0.556
H -5.8208 0.7207 1.7709 -0.704 -0.681 -0.201
H -5.0138 2.2304 2.0782 -0.324 0.279 -0.480
H -5.4106 1.3404 3.4403 -0.067 -0.819 -0.015
C 1.7057 8.5392 -3.2313 0.701 -0.515 1.402
O 1.8630 8.5262 -1.7909 1.788 1.773 -1.327
C 0.8487 7.9461 -1.0802 -1.531 -0.447 0.555
C 0.9769 8.1683 0.4467 0.810 1.464 -1.468
N 2.2133 7.5747 0.9150 0.297 0.080 0.053
C 2.4201 7.6174 2.3450 -0.312 -2.105 1.128
C 3.8641 7.2409 2.7299 -0.910 -0.432 -0.471
O 4.0952 5.8790 2.3750 0.665 0.558 0.034
C 5.2384 5.2861 2.9810 -0.900 -0.856 1.538
H 2.7020 8.6076 -3.6699 -0.031 0.420 0.139
H 1.0434 9.3139 -3.6205 -0.067 0.040 0.283
H 1.3744 7.5579 -3.4831 -0.701 -0.756 -0.624
H 0.9179 6.8599 -1.2127 -0.435 -0.207 -0.161
H -0.1273 8.3464 -1.4761 0.442 -0.506 0.614
H 0.1345 7.6455 0.8450 -0.606 -0.348 0.673
H 0.8526 9.2845 0.6685 0.218 -1.136 -0.059
H 3.0513 7.9234 0.4390 -0.512 0.137 0.032
H 1.7077 6.8720 2.8526 0.819 0.843 -0.639
H 2.2109 8.5611 2.8110 -0.197 1.017 0.169
H 4.1324 7.4446 3.7665 -0.529 -0.255 0.440
H 4.4931 7.9076 2.1829 0.842 0.333 -0.779
H 4.8966 4.9066 4.0172 0.758 0.497 -1.217
H 6.1540 5.9050 3.1363 -0.790 -0.041 -0.470
H 5.4647 4.3997 2.3779 0.200 0.223 0.152
C 3.9243 -0.6383 -2.1511 1.507 -0.995 0.515
O 3.5800 -1.9796 -1.6504 -0.266 2.227 -0.217
C 4.5718 -2.8562 -2.0980 0.967 0.397 0.383
C 4.4428 -4.2264 -1.4601 1.551 1.007 -0.323
N 3.4060 -4.8888 -2.1840 -0.561 -1.800 1.038
C 2.6987 -5.8956 -1.3480 3.899 -0.206 0.599
C 1.7359 -6.6331 -2.1444 -0.146 -0.862 -0.845
O 0.7229 -5.7681 -2.4733 -0.094 2.407 1.042
C -0.2349 -6.1745 -3.3402 -0.831 -1.327 -2.225
H 4.3356 -0.7294 -3.1947 -0.801 0.214 0.739
H 4.7745 -0.1879 -1.5532 -0.633 -0.696 -0.432
H 3.1042 0.0442 -2.0310 -0.641 -0.068 -0.174
H 5.5348 -2.3543 -1.8881 0.047 -0.581 -0.085
H 4.4508 -2.9507 -3.1840 0.406 -0.241 -0.054
H 4.2865 -4.1847 -0.3837 -0.347 0.391 0.309
H 5.4646 -4.6578 -1.5445 -0.681 -0.449 -0.345
H 2.7258 -4.1958 -2.3918 -0.770 0.674 -0.438
H 2.2331 -5.4863 -0.4574 -0.247 0.403 0.195
H 3.5396 -6.5967 -0.9267 -1.557 0.938 -0.885
H 1.4101 -7.4390 -1.5192 -0.683 -1.056 0.155
H 2.1558 -6.9827 -3.0879 0.415 -0.485 0.053
H -0.8718 -5.3249 -3.6664 0.697 -0.362 0.002
H -0.8993 -6.8874 -2.8890 -0.607 -0.489 0.544
H 0.2035 -6.7615 -4.2224 -0.363 1.093 0.640
C 6.0986 4.3455 -0.9685 1.119 -1.307 1.970
O 5.4157 5.2373 -1.7440 0.327 0.264 -1.183
C 4.8501 6.2903 -1.0266 -0.100 0.116 -0.024
C 5.8266 7.4061 -0.6916 -0.237 0.771 -0.250
N 5.0941 8.6618 -0.4450 0.044 -0.986 -0.472
C 5.9442 9.8001 -0.3188 1.607 1.470 1.577
C 5.6550 10.5208 1.0325 0.643 0.247 -0.629
O 6.1320 9.6835 2.0895 -0.057 0.816 0.347
C 5.7497 10.0397 3.4310 -1.136 0.835 -1.190
H 6.5351 3.5741 -1.5851 -0.175 -0.314 -0.369
H 5.4612 3.8666 -0.1849 0.052 0.157 -0.531
H 6.9746 4.7173 -0.3799 -0.501 0.469 -0.462
H 4.4893 5.8815 -0.1099 -0.910 -0.117 0.836
H 4.0263 6.6144 -1.6705 -0.004 0.445 0.354
H 6.5051 7.5031 -1.5547 0.224 -0.011 0.314
H 6.3498 7.2805 0.2463 0.571 -0.727 -0.015
H 4.5385 8.7696 -1.2496 -1.258 0.420 -1.014
H 5.9015 10.5988 -1.0875 -0.525 -0.646 -0.022
H 7.0232 9.5049 -0.3247 -0.678 0.087 0.147
H 4.5526 10.6814 1.0447 0.524 -0.058 0.470
H 6.1902 11.5160 1.0248 -0.536 -0.787 0.246
H 4.6688 10.2386 3.4384 -0.270 -0.874 0.128
H 6.0416 11.0228 3.8431 1.147 -0.354 -0.502
H 6.0491 9.2085 4.0496 -0.040 0.004 0.312
C 5.7680 -5.1153 -9.3243 -0.969 -0.865 -0.634
O 5.7231 -3.7215 -9.2450 0.141 1.072 0.979
C 6.5083 -3.0200 -8.2438 0.339 -0.928 -0.558
C 5.7371 -1.8506 -7.7368 0.446 0.456 0.399
N 4.6715 -2.2867 -6.8986 -0.502 -0.546 1.133
C 3.8627 -1.2654 -6.3053 -1.669 0.520 0.102
C 2.7280 -1.9667 -5.5035 0.389 1.525 -1.188
O 1.8971 -2.6893 -6.3548 -0.435 -0.109 -1.242
C 1.1033 -3.5867 -5.6354 -0.711 0.397 1.684
H 6.7700 -5.4953 -9.0744 -0.308 -0.139 -0.074
H 5.5174 -5.3448 -10.4145 0.447 0.013 1.444
H 4.9608 -5.6236 -8.6813 1.208 0.683 -0.659
H 7.4842 -2.7844 -8.6656 -0.046 0.524 -0.464
H 6.8026 -3.5830 -7.3547 -0.593 -0.748 -0.050
H 5.3105 -1.2501 -8.4930 -0.143 0.760 -1.653
H 6.4192 -1.1715 -7.2013 -0.122 -0.330 0.214
H 4.0310 -2.9099 -7.3782 0.287 -0.094 -0.247
H 3.3740 -0.5321 -7.0574 0.691 -0.875 0.861
H 4.4071 -0.6615 -5.5598 0.123 -0.132 -0.392
H 2.1076 -1.1835 -5.0404 0.379 -0.259 0.632
H 3.1855 -2.6997 -4.8662 0.319 0.062 1.050
H 0.7139 -4.3511 -6.3033 -0.135 0.135 0.027
H 0.2579 -3.0843 -5.0121 1.072 -0.581 -1.291
H 1.7608 -4.0288 -4.8717 -0.309 -0.519 -0.073
C -3.5982 4.6964 -0.2430 -0.047 0.191 -0.652
O -2.2823 4.0946 -0.1276 -1.400 0.793 0.534
C -1.3455 5.0464 0.3131 1.251 -0.087 1.157
C 0.0254 4.3719 0.6545 -0.773 0.133 -1.832
N 0.5608 3.7422 -0.5459 0.385 1.982 0.964
C 1.9206 3.2076 -0.5198 -0.902 0.047 0.739
C 2.3429 2.9711 -1.9323 0.451 -0.090 -0.921
O 1.5504 1.9261 -2.5115 0.599 0.363 0.232
C 1.9372 1.6097 -3.8240 1.198 0.857 -0.858
H -3.8699 5.5402 0.4523 1.045 -0.575 -0.490
H -4.3415 3.9511 -0.0113 -0.106 -0.625 -0.073
H -3.7790 5.0215 -1.2985 0.247 -0.058 0.792
H -1.6540 5.4995 1.2847 -0.236 -0.048 -0.536
H -1.2418 5.8544 -0.4440 0.218 -0.409 0.346
H -0.0102 3.7251 1.5272 -0.450 -0.391 0.308
H 0.6687 5.1732 0.9023 0.907 1.082 0.491
H -0.1776 3.2289 -0.9377 -0.347 -1.479 -0.913
H 1.9333 2.3279 0.1312 0.464 -0.368 -0.272
H 2.6092 3.9365 -0.0455 -0.462 -0.056 -0.308
H 3.4281 2.7819 -2.0654 -0.329 -0.339 0.343
H 2.1695 3.8978 -2.4997 -0.122 -0.045 0.051
H 2.0681 2.5238 -4.5104 -0.466 -0.996 1.002
H 1.1607 0.9670 -4.2001 -0.239 -0.183 -0.454
H 2.9355 1.0798 -3.8793 -0.870 0.435 0.206
C -3.7152 -3.3138 1.0789 1.343 -2.329 -1.877
O -4.9660 -3.8931 1.3338 -0.284 0.479 1.341
C -5.7438 -3.1721 2.3001 -1.324 -0.890 -1.196
C -7.0428 -3.9372 2.5015 -0.162 1.186 -1.320
N -6.6686 -5.1829 3.0508 -0.048 -2.450 -0.139
C -7.7494 -6.1362 3.3104 -0.382 0.027 -0.265
C -7.9749 -7.2660 2.2650 0.002 0.269 1.205
O -6.7407 -7.9392 2.1322 0.079 -0.036 0.403
C -6.7286 -9.0112 1.2172 -0.510 0.384 0.059
H -3.3829 -3.9000 0.1801 -0.005 0.488 0.500
H -2.8575 -3.5052 1.7714 -1.076 0.377 0.272
H -3.7903 -2.3235 0.7068 -0.081 1.402 0.207
H -6.0614 -2.2269 1.8811 0.615 0.798 0.136
H -5.3108 -3.1716 3.2780 0.907 0.559 0.507
H -7.5398 -4.0261 1.4964 0.038 0.165 0.604
H -7.6934 -3.2877 3.1579 0.525 -1.020 -0.367
H -6.0851 -5.7238 2.3930 0.203 0.997 0.354
H -8.6570 -5.5675 3.4582 -0.525 -0.004 -0.057
H -7.5163 -6.5766 4.2526 -0.005 -0.759 0.751
H -8.2553 -6.8624 1.3171 -0.286 0.504 -0.974
H -8.8235 -7.9313 2.5847 0.808 0.310 -0.031
H -7.4185 -9.8067 1.5388 -0.012 0.198 -0.312
H -5.7324 -9.4040 1.2229 0.593 -0.286 0.028
H -6.9354 -8.6429 0.2015 -0.255 -0.267 0.095
C -6.7471 0.3109 -2.1807 0.534 1.945 1.575
O -5.3484 0.6848 -2.1668 -1.687 0.899 -1.577
C -4.5883 -0.0800 -1.3321 1.450 0.456 0.674
C -3.0810 0.2456 -1.4258 -0.245 0.787 -1.118
N -2.3806 0.0837 -2.7393 -1.917 0.081 0.759
C -2.4918 1.2576 -3.6347 0.597 -1.299 1.153
C -2.2868 0.7823 -5.0311 -0.019 0.638 -0.284
O -0.9996 0.3031 -5.2141 1.801 -0.108 0.980
C -0.7095 -0.1087 -6.5276 -3.202 -0.290 0.615
H -7.0179 -0.2415 -3.0528 -0.041 -0.439 -0.660
H -7.2705 1.3073 -2.1448 0.096 -1.163 -0.196
H -7.0192 -0.2549 -1.2569 0.217 0.308 -0.617
H -4.7370 -1.0982 -1.6014 -0.095 -1.214 0.276
H -4.9058 0.1649 -0.2995 0.327 -0.668 0.019
H -2.6205 -0.4809 -0.7890 0.484 -0.173 0.832
H -2.9248 1.2837 -1.0708 0.007 -0.398 0.295
H -1.4364 -0.1121 -2.4965 0.855 0.050 -0.032
H -1.7198 1.9824 -3.3895 0.075 0.449 0.081
H -3.4781 1.6686 -3.4594 -0.158 0.224 -0.367
H -2.4167 1.6202 -5.6926 -0.466 0.537 -0.711
H -2.9730 -0.0055 -5.2449 -0.955 -0.605 -0.347
H 0.2884 -0.4009 -6.6149 1.499 -0.489 -0.115
H -1.0059 0.6676 -7.2027 0.323 0.814 -0.743
H -1.4346 -0.9157 -6.7524 0.683 -0.264 -0.214
C -1.6930 0.1917 9.2214 -0.092 -2.026 1.416
O -2.2388 1.1825 8.4568 0.376 1.761 0.836
C -2.9567 0.7695 7.3807 -0.473 -0.708 -2.016
C -3.4285 1.9530 6.5593 0.148 0.790 -0.819
N -2.2477 2.5864 5.8483 -0.347 -0.446 1.586
C -2.3719 4.0691 5.6001 0.786 -2.390 0.006
C -1.0217 4.5301 5.1710 1.582 0.580 -0.715
O -0.0442 4.1583 6.1507 -1.297 -0.468 -0.467
C 1.2240 4.6934 5.9164 -0.729 1.023 -0.506
H -2.4113 -0.6400 9.4052 0.135 0.272 -0.361
H -1.5447 0.5949 10.2073 0.422 0.333 0.415
H -0.7559 -0.3045 8.8982 -0.302 0.583 -0.451
H -3.7421 0.0315 7.6314 -0.109 0.497 0.134
H -2.2872 0.2479 6.7166 0.321 -0.710 -0.474
H -3.9594 2.6762 7.2077 0.111 -0.169 -0.252
H -4.1049 1.5987 5.7602 -0.060 0.070 0.494
H -1.4662 2.3831 6.5297 -0.788 1.039 -1.218
H -2.5966 4.5599 6.5001 -0.591 0.863 1.455
H -3.1450 4.3165 4.8683 0.127 -0.312 -0.110
H -0.9641 5.6350 5.1580 -0.343 -0.227 -0.571
H -0.7221 4.0931 4.1677 -0.327 0.512 0.867
H 1.7633 4.2549 6.7100 1.351 -0.199 0.624
H 1.2094 5.8074 6.0120 0.105 -0.585 -0.041
H 1.6201 4.4412 4.9228 0.026 -0.089 0.167
C 0.6280 -1.6305 -2.5080 0.747 -0.463 0.764
O 0.2738 -1.2488 -1.1712 -0.123 -0.546 -0.166
C -0.0792 -2.3788 -0.4103 -1.056 -1.413 1.469
C 1.0742 -2.9340 0.4456 0.447 1.657 -2.087
N 1.4386 -2.2785 1.6705 -1.359 1.888 1.219
C 1.5744 -0.8095 1.5065 0.140 -0.904 -1.283
C 1.9817 -0.1059 2.7226 0.512 0.469 0.540
O 2.3581 1.2066 2.3662 0.147 0.544 0.717
C 2.5463 1.9109 3.6003 1.373 0.465 -2.288
H -0.2837 -1.6998 -3.0753 -0.342 -0.225 -0.615
H 1.1763 -2.6214 -2.5088 -0.527 1.130 -0.142
H 1.2630 -0.8325 -2.9047 -0.150 -0.319 0.019
H -0.5081 -3.2504 -0.9894 0.516 0.973 -0.020
H -0.8474 -2.1784 0.3482 -0.432 0.804 -0.408
H 1.8573 -2.7986 -0.3097 0.795 -0.610 0.616
H 0.8876 -3.9369 0.6717 -0.196 -1.743 0.130
H 0.6322 -2.2889 2.3069 0.140 -0.801 -0.061
H 0.7078 -0.2221 1.1622 -0.062 -0.755 -0.346
H 2.3273 -0.7599 0.7454 0.582 0.734 -0.583
H 2.7931 -0.5496 3.2803 0.515 -0.622 0.093
H 1.1623 -0.0318 3.4108 -0.799 -0.202 0.553
H 3.0906 1.3008 4.2582 0.921 -0.933 1.143
H 1.6364 2.1433 4.0535 -1.746 0.611 0.696
H 3.1636 2.7881 3.3973 -0.325 0.135 -0.040
C -3.5261 -3.1646 -2.9400 -0.211 0.105 -0.254
N -3.9453 -3.3904 -4.3984 0.878 -0.581 1.901
O -3.0756 -3.7766 -5.1274 1.145 -0.403 -0.905
O -5.0712 -3.1821 -4.7350 -1.381 0.459 -0.037
H -3.1051 -4.0553 -2.4508 -0.014 0.022 -0.888
H -4.4504 -2.9578 -2.3886 0.469 0.462 -0.259
H -2.7610 -2.3659 -3.0330 -0.790 -0.175 0.464
C 5.2444 -0.5489 1.3349 -0.996 0.581 1.128
N 6.1847 0.5466 1.0358 -0.530 -0.086 0.626
O 6.1917 1.5444 1.7370 -0.065 -0.274 -0.315
O 6.9184 0.3235 0.1151 1.009 0.299 -1.070
H 4.6411 -0.2160 2.1634 0.183 -0.121 0.617
H 5.8055 -1.4443 1.5220 0.211 -0.291 0.042
H 4.5067 -0.6846 0.5713 0.143 -0.080 -1.023
```
Forces are in eV/Å.